{
  "formula": "C22H26O7",
  "method": "ωB97M-V/def2-TZVPD",
  "e_lumo_ha": 0.02030,
  "homo_lumo_gap_ev": 8.61,
  "total_charge": 0,
  "smiles": "CC(=O)c1ccc2c(c1)OCCOCCOc1ccccc1OCCOCCO2",
  "e_above_lowest_ev": 2.6056,
  "species": ["C", "O", "H", "C", "C", "C", "C", "O", "C", "C", "H", "C", "H", "H", "H", "H", "H", "O", "H", "H", "C", "H", "H", "C", "C", "C", "C", "C", "H", "O", "H", "O", "H", "O", "C", "H", "O", "C", "H", "C", "C", "H", "H", "H", "C", "H", "C", "H", "H", "C", "C", "H", "H", "H", "H"],
  "coordinates": [[-0.213, -0.093, 1.725], [1.047, -0.118, -2.436], [-0.228, 1.676, 2.930], [-3.480, -0.226, -0.810], [-0.511, 3.015, -0.215], [0.632, -3.204, 0.016], [-0.958, 1.178, -1.727], [4.708, -0.850, 1.586], [-3.824, 0.489, 1.429], [0.414, 0.870, -1.741], [-3.602, -0.263, -2.976], [-1.392, 2.253, -0.961], [1.182, -1.346, -3.999], [-2.442, 2.495, -0.939], [-0.137, -3.974, -0.105], [5.775, 1.156, 2.628], [-4.093, -0.558, 1.617], [0.513, -3.230, -2.436], [1.339, -3.528, 0.788], [2.328, 1.376, -0.994], [1.969, -0.997, 1.259], [4.410, 1.300, 3.749], [-0.883, 3.849, 0.361], [2.567, 0.046, 1.975], [4.695, 1.252, 2.700], [0.836, 2.705, -0.216], [-2.424, 0.765, 1.993], [0.381, 0.928, 2.449], [1.849, -2.056, -1.378], [-3.936, 0.796, 0.063], [2.182, 1.812, 3.144], [-1.813, 0.423, -2.503], [-0.316, -0.380, -3.974], [-0.072, -2.056, 0.450], [-3.187, 0.373, -2.191], [4.379, 2.169, 2.209], [-1.548, -0.249, 1.544], [-0.347, -2.145, -2.716], [-2.470, 0.769, 3.090], [0.601, -1.082, 1.122], [0.382, -0.955, -3.362], [-3.658, 1.361, -2.258], [-0.867, -1.818, -1.810], [-4.257, -1.000, -0.889], [1.364, -3.036, -1.327], [2.629, -1.724, 0.811], [1.284, 1.643, -0.973], [1.535, 3.285, 0.365], [2.123, -3.819, -1.411], [1.758, 1.003, 2.572], [4.046, 0.057, 2.043], [-2.569, -0.689, -0.417], [-2.085, 1.744, 1.636], [-1.078, -2.536, -3.426], [-4.537, 1.142, 1.939]],
  "forces_ev_per_angstrom": [[0.07, -0.09, -0.04], [0.05, 0.21, 0.28], [-0.10, 0.06, 0.00], [0.06, -0.11, -0.25], [-0.03, 0.08, -0.01], [0.39, -0.29, -0.39], [0.00, -0.18, -0.09], [-0.01, 0.03, -0.01], [0.43, 0.05, 0.27], [0.07, 0.09, 0.06], [-0.02, 0.10, 0.10], [-0.07, 0.01, -0.09], [-0.14, 0.02, 0.05], [-0.08, -0.02, -0.01], [0.16, 0.05, 0.02], [-0.01, -0.02, -0.01], [-0.04, 0.04, 0.06], [0.01, -0.14, -0.07], [-0.05, 0.02, -0.01], [0.13, -0.06, -0.03], [-0.10, -0.06, -0.05], [-0.05, 0.08, 0.10], [-0.05, 0.07, 0.05], [-0.53, -0.13, -0.08], [0.25, -0.19, -0.09], [0.02, 0.02, -0.11], [-0.52, 0.20, 0.04], [-0.38, -0.15, 0.01], [0.05, -0.12, 0.05], [0.01, 0.17, -0.16], [0.08, 0.10, 0.05], [0.56, 0.17, 0.01], [0.14, -0.07, 0.03], [-0.15, 0.42, 0.15], [-0.40, -0.15, 0.35], [-0.05, 0.13, 0.02], [0.25, -0.15, -0.08], [0.12, 0.39, -0.16], [0.03, 0.02, -0.07], [-0.12, 0.04, 0.07], [-0.39, -0.52, -0.32], [0.01, -0.07, -0.04], [-0.02, 0.01, -0.12], [0.07, 0.07, 0.00], [-0.15, -0.03, 0.40], [0.02, -0.07, -0.06], [-0.13, -0.02, -0.09], [0.08, 0.05, 0.07], [0.00, 0.08, 0.10], [0.35, -0.23, -0.10], [0.24, 0.20, 0.15], [-0.08, -0.01, -0.12], [-0.03, -0.09, 0.09], [-0.02, 0.10, 0.01], [0.08, -0.11, 0.07]],
  "nbo_charge": [0.2836, -0.5060, 0.2227, -0.1171, -0.2345, -0.1023, 0.2741, -0.5499, -0.0756, 0.2465, 0.1997, -0.2912, 0.1978, 0.2319, 0.2067, 0.2382, 0.1783, -0.5364, 0.1851, 0.2276, -0.2616, 0.2299, 0.2107, -0.1840, -0.7183, -0.2172, -0.0979, -0.2841, 0.1973, -0.5464, 0.2156, -0.5336, 0.2001, -0.5104, -0.0828, 0.2270, -0.4998, -0.0930, 0.1787, 0.3320, -0.1001, 0.1880, 0.1873, 0.1745, -0.1105, 0.2434, -0.2356, 0.2133, 0.1969, -0.1840, 0.5859, 0.2151, 0.1967, 0.1918, 0.1958]
}